This record from the OMol25 dataset describes the molecule C24H31ClN2O3. The level of theory is ωB97M-V with the def2-TZVPD basis set.

Last columns: bonded neighbours and bond lengths (Å).
Element x y z (Å)
1 C 3.35 -0.74 -1.75  C2 1.486, H59 1.085, H60 1.089, H61 1.090
2 C 2.01 -0.17 -2.05  C1 1.486, C3 1.383, C44 1.414
3 C 1.31 0.80 -1.35  C2 1.383, C4 1.460, O42 1.361
4 C 1.70 1.47 -0.11  C3 1.460, O5 1.228, N6 1.367
5 O 2.85 1.36 0.32  C4 1.228
6 N 0.78 2.20 0.58  C4 1.367, C7 1.443, C28 1.457
7 C -0.62 2.30 0.24  N6 1.443, H8 1.092, H9 1.094, C10 1.534
8 H -1.11 2.92 1.00  C7 1.092
9 H -0.76 2.79 -0.72  C7 1.094
10 C -1.38 0.97 0.20  C7 1.534, O11 1.214, N12 1.342
11 O -2.44 0.86 -0.38  C10 1.214
12 N -0.80 -0.03 0.88  C10 1.342, H13 1.009, C14 1.446
13 H 0.08 0.12 1.34  N12 1.009
14 C -1.31 -1.39 0.91  N12 1.446, H15 1.092, C16 1.534, C22 1.540
15 H -2.28 -1.35 0.42  C14 1.092
16 C -0.33 -2.34 0.20  C14 1.534, C17 1.525, H26 1.089, H27 1.090
17 C 0.66 -2.71 1.29  C16 1.525, H18 1.089, C19 1.529, H25 1.091
18 H 1.25 -3.59 1.05  C17 1.089
19 C -0.23 -2.92 2.52  C17 1.529, H20 1.088, H21 1.091, C22 1.538
20 H 0.31 -2.78 3.45  C19 1.088
21 H -0.62 -3.94 2.51  C19 1.091
22 C -1.38 -1.91 2.36  C14 1.540, C19 1.538, H23 1.089, H24 1.090
23 H -2.35 -2.39 2.54  C22 1.089
24 H -1.28 -1.08 3.05  C22 1.090
25 H 1.36 -1.88 1.47  C17 1.091
26 H 0.14 -1.86 -0.66  C16 1.089
27 H -0.87 -3.23 -0.14  C16 1.090
28 C 1.20 2.78 1.84  N6 1.457, C29 1.508, H40 1.091, H41 1.093
29 C 0.89 1.86 3.00  C28 1.508, C30 1.392, C34 1.393
30 C -0.21 2.03 3.83  C29 1.392, C31 1.387, Cl39 1.736
31 C -0.48 1.14 4.86  C30 1.387, C32 1.383, H38 1.079
32 C 0.35 0.05 5.05  C31 1.383, C33 1.385, H37 1.079
33 C 1.45 -0.14 4.24  C32 1.385, C34 1.383, H36 1.079
34 C 1.71 0.76 3.22  C29 1.393, C33 1.383, H35 1.080
35 H 2.57 0.63 2.58  C34 1.080
36 H 2.11 -0.98 4.39  C33 1.079
37 H 0.13 -0.65 5.85  C32 1.079
38 H -1.34 1.29 5.49  C31 1.079
39 Cl -1.28 3.39 3.64  C30 1.736
40 H 0.72 3.75 1.97  C28 1.091
41 H 2.28 2.92 1.78  C28 1.093
42 O 0.12 1.02 -1.96  C3 1.361, C43 1.340
43 C 0.04 0.22 -3.03  O42 1.340, C44 1.368, C46 1.502
44 C 1.18 -0.54 -3.13  C2 1.414, C43 1.368, H45 1.071
45 H 1.41 -1.27 -3.87  C44 1.071
46 C -1.22 0.23 -3.86  C43 1.502, C47 1.531, C51 1.531, C55 1.536
47 C -1.90 1.60 -3.74  C46 1.531, H48 1.087, H49 1.087, H50 1.088
48 H -2.21 1.77 -2.71  C47 1.087
49 H -2.78 1.63 -4.38  C47 1.087
50 H -1.22 2.39 -4.05  C47 1.088
51 C -0.88 -0.07 -5.32  C46 1.531, H52 1.087, H53 1.087, H54 1.088
52 H -0.46 -1.07 -5.42  C51 1.087
53 H -1.78 -0.02 -5.92  C51 1.087
54 H -0.16 0.64 -5.70  C51 1.088
55 C -2.16 -0.85 -3.29  C46 1.536, H56 1.087, H57 1.087, H58 1.088
56 H -3.06 -0.90 -3.90  C55 1.087
57 H -2.44 -0.59 -2.27  C55 1.087
58 H -1.68 -1.82 -3.30  C55 1.088
59 H 3.75 -0.31 -0.84  C1 1.085
60 H 4.03 -0.53 -2.57  C1 1.089
61 H 3.28 -1.82 -1.65  C1 1.090

Output
Structure (SMILES) = Cc1cc(C(C)(C)C)oc1C(=O)N(CC(=O)NC1CCCC1)Cc1ccccc1Cl
Gap between HOMO and LUMO = 9.25 eV
Max |F| = 1.41 eV/A
Energy above the lowest of the compared OMol25 structures with the same formula, charge and spin = 0.0000 eV

Here are the Mulliken charges for atoms 1 to 2, given in e: number 1, C, carries -1.745; number 2, C, carries 0.550